Record 1
Entry from OMol25: a cluster of 9 separate species, C36H72O27 in total (ωB97M-V/def2-TZVPD).

Results
- SMILES = CCOC(=O)OC.CCOC(=O)OC.CCOC(=O)OC.CCOC(=O)OC.CCOC(=O)OC.CCOC(=O)OC.CCOC(=O)OC.CCOC(=O)OC.CCOC(=O)OC
- ΔE to the lowest compared entry with this formula, charge and spin (kcal/mol) = 141.1

Structure (ORCA input):
```
! wB97M-V def2-TZVPD RIJCOSX def2/J DEFGRID3
* xyz 0 1
C -4.058 9.625 -6.917
C -4.387 10.753 -5.912
O -4.162 10.271 -4.582
C -5.045 9.378 -4.034
O -6.136 8.991 -4.544
O -4.405 8.855 -2.926
C -4.886 7.756 -2.234
H -4.282 9.956 -7.931
H -4.667 8.744 -6.713
H -2.996 9.381 -6.899
H -5.422 11.051 -6.078
H -3.734 11.611 -6.072
H -4.245 6.886 -2.380
H -5.853 7.408 -2.596
H -4.978 7.968 -1.169
C -0.068 1.783 -0.951
C 0.754 0.962 -1.941
O 1.754 0.170 -1.223
C 1.352 -0.978 -0.603
O 0.190 -1.246 -0.360
O 2.468 -1.573 -0.111
C 2.381 -2.902 0.479
H -0.490 1.216 -0.121
H -0.828 2.161 -1.635
H 0.414 2.619 -0.445
H 1.287 1.654 -2.593
H 0.076 0.371 -2.556
H 2.116 -2.708 1.519
H 3.389 -3.293 0.611
H 1.795 -3.661 -0.038
C 8.961 -3.010 5.060
C 9.458 -1.701 5.630
O 10.483 -1.036 4.781
C 11.745 -1.081 5.179
O 12.162 -1.688 6.128
O 12.528 -0.284 4.428
C 13.823 0.135 4.879
H 9.562 -3.893 5.274
H 8.807 -2.941 3.983
H 7.970 -3.278 5.426
H 9.775 -1.778 6.670
H 8.598 -1.032 5.606
H 13.676 0.821 5.713
H 14.432 0.591 4.098
H 14.391 -0.757 5.144
C -6.885 -0.024 -0.512
C -5.862 0.549 0.475
O -6.349 1.307 1.568
C -7.115 2.384 1.313
O -7.441 2.845 0.239
O -7.559 2.865 2.431
C -8.518 3.893 2.485
H -7.652 -0.644 -0.049
H -6.495 -0.553 -1.382
H -7.358 0.864 -0.931
H -5.274 1.169 -0.202
H -5.175 -0.249 0.757
H -8.956 4.046 3.471
H -9.359 3.689 1.823
H -8.035 4.831 2.209
C -2.657 -11.401 -4.537
C -1.287 -10.821 -4.081
O -1.563 -9.874 -2.954
C -1.700 -8.549 -3.060
O -1.247 -7.887 -3.988
O -2.096 -8.052 -1.914
C -2.351 -6.683 -1.685
H -3.152 -10.632 -5.131
H -3.288 -11.600 -3.671
H -2.710 -12.293 -5.160
H -0.701 -10.321 -4.852
H -0.715 -11.608 -3.590
H -2.344 -6.442 -0.622
H -3.385 -6.537 -1.998
H -1.804 -5.922 -2.241
C 8.476 -11.392 2.898
C 7.155 -11.060 3.433
O 6.013 -11.390 2.639
C 5.158 -10.472 2.281
O 5.300 -9.355 2.578
O 4.065 -11.067 1.690
C 3.090 -10.325 0.957
H 8.390 -12.469 2.754
H 9.213 -11.256 3.690
H 8.844 -10.812 2.052
H 7.197 -9.994 3.658
H 7.035 -11.641 4.347
H 2.277 -11.051 0.990
H 3.248 -10.171 -0.110
H 2.830 -9.432 1.525
C 0.834 8.630 1.660
C 0.341 9.955 2.098
O -0.968 9.801 2.565
C -1.988 10.472 2.067
O -1.996 11.139 1.015
O -3.148 9.966 2.697
C -4.475 10.348 2.223
H 1.819 8.734 1.205
H 0.229 8.292 0.819
H 0.896 7.859 2.428
H 0.363 10.669 1.274
H 0.929 10.364 2.920
H -4.708 10.138 1.179
H -4.706 11.412 2.281
H -5.172 9.849 2.896
C -1.027 -0.594 5.780
C -0.925 0.053 4.357
O 0.425 0.210 3.858
C 1.126 1.347 3.834
O 0.816 2.415 4.292
O 2.302 1.075 3.156
C 3.090 2.203 2.787
H -0.431 -1.493 5.943
H -2.018 -0.831 6.167
H -0.529 0.102 6.456
H -1.454 1.001 4.256
H -1.320 -0.725 3.705
H 4.038 1.879 2.358
H 3.342 2.792 3.669
H 2.627 2.853 2.044
C -1.304 -1.750 -6.038
C -2.765 -1.345 -6.076
O -2.892 0.077 -5.892
C -4.184 0.561 -5.990
O -5.204 -0.079 -6.242
O -4.045 1.892 -5.620
C -5.184 2.647 -5.605
H -0.764 -1.162 -5.296
H -0.882 -1.596 -7.031
H -1.164 -2.808 -5.815
H -3.289 -1.882 -5.286
H -3.181 -1.816 -6.967
H -5.927 2.386 -4.853
H -5.591 2.569 -6.613
H -4.899 3.655 -5.302
*
```


Record 2
Entry from OMol25: a cluster of 3 separate species, C36H79IN3O10P2 in total (ωB97M-V/def2-TZVPD).

Structure (ORCA input):
```
! wB97M-V def2-TZVPD RIJCOSX def2/J DEFGRID3
* xyz -1 1
C 0.001 2.153 0.363
C 0.178 2.742 1.763
C -0.811 3.876 2.102
C -2.262 3.603 1.658
C -2.827 4.549 0.573
C -3.564 3.791 -0.532
C -4.708 2.906 -0.024
C -4.820 1.598 -0.829
C -4.189 0.468 -0.025
C -4.068 -0.894 -0.703
C -2.918 -1.680 -0.084
C -1.569 -1.033 -0.406
C -0.407 -1.918 0.036
N 0.802 -1.110 0.316
P 1.456 -0.394 -1.057
N 2.283 0.918 -0.968
C 1.772 -1.706 1.328
N 1.368 -3.066 1.639
C 3.213 -1.696 0.784
C 4.265 -2.338 1.692
C 5.658 -2.168 1.089
O 6.624 -2.017 2.118
C 7.707 -1.205 1.746
C 1.670 -0.836 2.647
I -0.435 -0.316 3.093
O 2.220 -1.639 3.650
C 1.812 -1.552 4.995
P 2.183 0.092 5.777
C 3.333 -0.486 7.086
C 0.655 0.390 6.773
C 0.067 1.795 6.546
C 2.469 0.548 2.461
O 1.797 1.532 2.187
O 3.700 0.364 2.549
H -0.789 1.398 0.339
H -0.267 2.933 -0.359
H 0.906 1.652 0.021
H 0.102 1.945 2.504
H 1.191 3.143 1.840
H -0.796 4.025 3.185
H -0.456 4.814 1.664
H -2.327 2.580 1.286
H -2.915 3.646 2.532
H -3.489 5.291 1.029
H -1.997 5.099 0.121
H -2.826 3.173 -1.054
H -3.950 4.499 -1.272
H -5.652 3.457 -0.049
H -4.529 2.657 1.023
H -4.247 1.704 -1.755
H -5.856 1.372 -1.094
H -4.729 0.366 0.921
H -3.176 0.800 0.225
H -5.018 -1.430 -0.652
H -3.845 -0.750 -1.768
H -3.048 -1.726 1.000
H -2.911 -2.704 -0.475
H -1.451 -0.111 0.167
H -1.555 -0.798 -1.472
H -0.214 -2.729 -0.683
H -0.711 -2.379 0.968
H 2.150 -1.431 -1.727
H 0.365 -0.271 -1.926
H 2.377 1.305 -0.032
H 1.854 -3.382 2.466
H 1.638 -3.682 0.878
H 3.536 -0.688 0.545
H 3.184 -2.304 -0.128
H 4.281 -1.850 2.662
H 4.054 -3.405 1.792
H 5.668 -1.286 0.438
H 5.946 -3.037 0.482
H 8.092 -1.452 0.749
H 8.503 -1.367 2.471
H 7.419 -0.148 1.758
H 2.394 -2.320 5.513
H 0.756 -1.812 5.105
H 3.020 -1.379 7.634
H 4.300 -0.660 6.615
H 3.452 0.338 7.793
H 0.893 0.254 7.831
H -0.087 -0.368 6.518
H -0.774 1.760 5.855
H 0.806 2.466 6.106
H -0.268 2.238 7.486
C -0.050 -10.033 1.594
O 0.720 -9.493 0.548
C 0.647 -10.246 -0.646
C 0.910 -9.380 -1.856
O -0.169 -8.538 -2.214
C -0.365 -7.357 -1.450
C 0.637 -6.261 -1.723
O 1.863 -6.516 -1.064
C 2.946 -5.833 -1.652
H 0.320 -11.017 1.906
H 0.023 -9.347 2.436
H -1.103 -10.131 1.304
H -0.342 -10.710 -0.746
H 1.402 -11.046 -0.622
H 1.035 -10.052 -2.709
H 1.836 -8.816 -1.725
H -0.404 -7.574 -0.381
H -1.344 -6.987 -1.762
H 0.217 -5.311 -1.363
H 0.796 -6.177 -2.806
H 3.072 -6.108 -2.706
H 3.846 -6.110 -1.106
H 2.812 -4.746 -1.586
C -0.759 5.165 -3.265
O -1.652 5.612 -4.264
C -2.886 6.055 -3.734
C -3.540 7.071 -4.639
O -2.951 8.360 -4.592
C -1.739 8.554 -5.299
C -1.900 8.658 -6.798
O -2.063 7.382 -7.389
C -2.709 7.436 -8.636
H -1.141 4.280 -2.742
H 0.176 4.903 -3.757
H -0.566 5.951 -2.525
H -2.737 6.498 -2.741
H -3.559 5.193 -3.628
H -4.560 7.217 -4.275
H -3.593 6.691 -5.662
H -1.000 7.789 -5.049
H -1.368 9.519 -4.949
H -1.003 9.140 -7.212
H -2.766 9.294 -7.022
H -3.700 7.899 -8.553
H -2.825 6.412 -8.985
H -2.123 7.998 -9.374
*
```


Record 3
Entry from OMol25: a cluster of 5 separate species, C36H79N4O3 in total (ωB97M-V/def2-TZVPD).

Structure (ORCA input):
```
! wB97M-V def2-TZVPD RIJCOSX def2/J DEFGRID3
* xyz 3 1
C -2.387 3.189 4.211
C -2.684 3.160 2.707
C -3.675 4.275 2.456
N -4.139 4.501 0.986
C -4.813 3.283 0.424
C -5.219 3.401 -1.068
C -4.013 3.753 -1.925
C -3.201 4.961 -1.437
C -2.932 4.873 0.091
C -5.131 5.645 1.092
H -3.259 3.168 4.872
H -1.913 4.133 4.414
H -1.642 2.425 4.448
H -3.076 2.192 2.392
H -1.767 3.330 2.122
H -3.262 5.238 2.787
H -4.613 4.144 3.041
H -4.041 2.547 0.512
H -5.666 3.004 1.017
H -5.636 2.418 -1.294
H -5.953 4.174 -1.227
H -3.353 2.879 -1.911
H -4.329 3.948 -2.968
H -2.257 5.033 -1.951
H -3.761 5.889 -1.541
H -2.198 4.065 0.181
H -2.445 5.717 0.591
H -4.665 6.492 1.543
H -5.986 5.291 1.669
H -5.537 6.002 0.127
C 7.474 -3.105 2.363
C 6.013 -2.698 2.085
C 5.826 -1.215 1.995
N 4.457 -0.707 1.707
C 3.647 -0.938 2.965
C 2.246 -0.327 2.894
C 2.257 1.135 2.487
C 3.088 1.378 1.197
C 4.516 0.745 1.316
C 3.736 -1.375 0.559
H 7.770 -2.485 3.218
H 8.146 -2.722 1.581
H 7.678 -4.172 2.566
H 5.315 -3.113 2.817
H 5.745 -3.151 1.148
H 6.511 -0.753 1.284
H 6.111 -0.757 2.973
H 4.118 -0.389 3.790
H 3.674 -2.002 3.250
H 1.869 -0.497 3.897
H 1.541 -0.822 2.206
H 2.718 1.723 3.288
H 1.228 1.465 2.327
H 3.196 2.450 1.123
H 2.591 1.122 0.258
H 5.007 1.220 2.196
H 5.126 0.855 0.398
H 4.384 -1.327 -0.309
H 2.747 -0.945 0.418
H 3.709 -2.412 0.825
C -2.682 -0.727 3.369
C -2.708 -1.983 2.495
C -1.288 -2.486 2.184
N -1.202 -3.566 1.125
C 0.327 -3.722 1.058
C 0.809 -4.816 0.176
C 0.130 -6.084 0.553
C -1.433 -6.040 0.661
C -1.854 -4.876 1.514
C -1.810 -3.062 -0.146
H -3.657 -0.563 3.839
H -2.416 0.159 2.773
H -1.867 -0.716 4.120
H -3.322 -1.826 1.594
H -3.204 -2.796 3.033
H -0.900 -2.946 3.130
H -0.607 -1.705 1.820
H 0.545 -4.008 2.060
H 0.733 -2.732 0.912
H 1.883 -4.988 0.285
H 0.701 -4.642 -0.933
H 0.550 -6.360 1.530
H 0.406 -6.805 -0.197
H -1.716 -6.945 1.180
H -1.896 -5.974 -0.339
H -1.520 -5.119 2.548
H -2.934 -4.737 1.557
H -2.863 -3.276 -0.074
H -1.341 -3.530 -1.018
H -1.593 -1.985 -0.227
C 3.172 -1.950 -3.857
C 2.662 -0.532 -3.811
C 1.772 -0.198 -5.105
N 0.605 0.703 -4.789
C 1.066 1.883 -4.082
C -0.517 0.024 -3.995
C -1.781 0.764 -4.377
C -1.463 1.532 -5.634
C -0.109 1.116 -6.102
H 3.889 -2.086 -3.061
H 3.641 -2.213 -4.819
H 2.398 -2.719 -3.717
H 3.462 0.179 -3.759
H 2.098 -0.431 -2.887
H 1.397 -1.122 -5.492
H 2.320 0.335 -5.900
H 1.383 1.584 -3.084
H 0.226 2.555 -3.967
H 1.875 2.407 -4.594
H -0.259 0.003 -2.929
H -0.576 -1.021 -4.280
H -2.136 1.509 -3.633
H -2.562 0.008 -4.494
H -1.541 2.605 -5.406
H -2.125 1.413 -6.487
H 0.543 1.820 -6.627
H -0.273 0.205 -6.678
O -1.219 0.169 0.034
C 0.127 0.101 -0.394
O 0.732 -0.855 0.077
O 0.497 0.968 -1.250
H -1.467 0.789 -0.667
*
```


Values of orbital gap, in order: 0.396 0.271 0.380, all in hartree.
Values of energy, in order: -3446.2896 -3315.9468 -1862.9816, all in hartree.